C14H42O8 | ωB97M-V/def2-TZVPD

Relative energy (zero: lowest compared OMol25 entry of this formula, charge and spin): 220.4 kJ/mol
M: 338.482 g mol⁻¹
HOMO: -9.94 eV
HOMO-LUMO gap: 10.46 eV
SMILES string: OCCO.CCO.CCO.CCO.CCO.CCO.CCO

Last column: natural (NBO) charge in e.
Positions of all 64 atoms, in Å:
O (-10.394, -10.413, 2.222)  -0.72
O (-5.294, -13.753, 1.923)  -0.78
O (-3.071, -16.024, 5.756)  -0.73
O (-2.218, -14.799, 3.076)  -0.73
O (-3.651, -11.639, 3.092)  -0.74
O (-5.992, -20.903, 6.006)  -0.72
O (-7.606, -12.802, 9.551)  -0.72
O (-5.725, -15.724, 4.178)  -0.77
C (-10.160, -10.976, 3.504)  -0.06
C (-5.670, -10.376, 3.279)  -0.63
C (-4.555, -11.027, 4.049)  -0.07
C (-8.146, -15.469, 3.520)  -0.64
C (-10.818, -12.283, 3.788)  -0.65
C (-7.053, -16.241, 4.225)  -0.05
C (-5.785, -19.560, 6.442)  -0.07
C (-2.298, -16.162, 3.436)  -0.10
C (-9.645, -11.691, 8.996)  -0.63
C (-5.328, -19.594, 7.854)  -0.63
C (-8.809, -12.177, 10.124)  -0.07
C (-4.837, -13.645, 0.549)  -0.06
C (-3.844, -14.701, 0.095)  -0.64
C (-2.032, -16.463, 4.943)  -0.08
H (-5.296, -18.651, 8.339)  0.22
H (-4.406, -20.169, 7.961)  0.20
H (-2.903, -14.677, 0.653)  0.22
H (-9.086, -15.920, 3.784)  0.21
H (-9.086, -10.930, 3.611)  0.18
H (-10.494, -12.948, 2.991)  0.21
H (-1.092, -15.958, 5.209)  0.15
H (-8.541, -11.304, 10.782)  0.16
H (-10.555, -11.161, 9.336)  0.21
H (-3.801, -15.790, 5.183)  0.49
H (-5.345, -9.778, 2.465)  0.22
H (-3.649, -14.492, -0.940)  0.21
H (-6.724, -19.077, 6.222)  0.18
H (-4.308, -12.689, 0.425)  0.17
H (-5.719, -13.585, -0.140)  0.17
H (-10.559, -10.257, 4.241)  0.14
H (-9.957, -12.528, 8.377)  0.21
H (-6.971, -12.066, 9.529)  0.46
H (-4.879, -11.683, 4.822)  0.17
H (-1.565, -16.605, 2.797)  0.17
H (-5.030, -18.969, 5.910)  0.16
H (-1.912, -17.498, 5.158)  0.17
H (-2.994, -12.171, 3.614)  0.48
H (-4.280, -15.702, 0.196)  0.20
H (-7.032, -17.195, 3.749)  0.15
H (-6.327, -11.197, 2.930)  0.21
H (-4.146, -10.250, 4.677)  0.16
H (-5.591, -15.244, 3.323)  0.50
H (-6.249, -9.821, 4.006)  0.21
H (-1.284, -14.611, 3.017)  0.47
H (-8.204, -14.444, 3.899)  0.21
H (-7.313, -16.402, 5.247)  0.17
H (-3.266, -16.586, 3.169)  0.19
H (-11.285, -10.594, 1.927)  0.46
H (-9.323, -12.880, 10.752)  0.18
H (-4.678, -13.241, 2.473)  0.50
H (-11.886, -12.339, 3.807)  0.21
H (-6.044, -20.186, 8.450)  0.21
H (-9.104, -10.991, 8.284)  0.20
H (-10.522, -12.656, 4.748)  0.22
H (-5.081, -21.333, 5.831)  0.46
H (-8.088, -15.412, 2.438)  0.21